(1)
ORCA calculation (the ωB97M-V functional and the def2-TZVPD basis) on C40H50ClKN5O4Sb as an isolated structure.

CARTESIAN COORDINATES (ANGSTROEM)
K1 0.715 0.401 0.676
C1 -3.669 -0.708 3.413
C2 -2.942 0.292 4.262
C3 -3.656 1.198 5.044
C4 -3.018 2.145 5.828
C5 -1.629 2.190 5.831
C6 -0.888 1.303 5.061
C7 0.615 1.350 5.074
C8 -1.534 0.335 4.262
N1 -0.728 -0.448 3.439
C9 -0.809 -1.769 3.564
O1 -1.499 -2.441 4.364
C10 0.099 -2.562 2.629
C11 0.025 -3.953 2.583
C12 0.862 -4.627 1.707
C13 1.767 -3.919 0.927
C14 1.819 -2.536 1.074
N2 0.980 -1.910 1.887
C15 2.875 -1.729 0.328
O2 3.222 -2.150 -0.803
N3 3.335 -0.705 1.025
C16 4.473 -0.030 0.577
C17 5.661 -0.231 1.308
C18 5.658 -1.231 2.431
C19 6.812 0.477 0.990
C20 6.820 1.395 -0.051
C21 5.655 1.590 -0.776
C22 4.483 0.898 -0.481
C23 3.259 1.141 -1.322
H1 -4.710 -0.417 3.252
H2 -3.629 -1.694 3.877
H3 -3.167 -0.808 2.445
H4 -4.742 1.155 5.026
H5 -3.593 2.846 6.424
H6 -1.108 2.928 6.432
H7 0.974 2.156 5.718
H8 1.011 1.499 4.068
H9 1.031 0.401 5.418
H10 -0.684 -4.456 3.226
H11 0.813 -5.708 1.632
H12 2.429 -4.405 0.223
H13 4.866 -0.999 3.146
H14 6.622 -1.245 2.943
H15 5.443 -2.234 2.053
H16 7.715 0.304 1.568
H17 7.720 1.947 -0.296
H18 5.646 2.299 -1.598
H19 3.539 1.733 -2.196
H20 2.469 1.717 -0.828
H21 2.850 0.184 -1.660
N4 -3.865 1.350 0.420
C24 -2.583 1.035 0.061
N5 -2.443 -0.214 -0.284
C25 -3.704 -0.770 -0.149
C26 -4.130 -2.078 -0.366
C27 -5.462 -2.373 -0.143
C28 -6.365 -1.392 0.291
C29 -5.959 -0.089 0.516
C30 -4.620 0.205 0.292
H22 -4.136 2.223 0.835
H23 -1.807 1.799 0.079
H24 -3.419 -2.832 -0.684
H25 -5.821 -3.384 -0.294
H26 -7.399 -1.665 0.463
H27 -6.653 0.664 0.869
O3 1.018 3.442 0.354
O4 -0.152 2.695 -0.062
C31 -2.811 -0.806 -3.887
C32 -1.951 0.440 -4.083
C33 -2.689 1.699 -3.638
Sb1 -0.048 0.237 -3.008
C34 0.577 -1.607 -3.997
C35 0.130 -2.780 -3.119
C36 2.092 -1.654 -4.189
C37 1.119 1.622 -4.235
C38 1.011 3.042 -3.678
C39 0.817 1.575 -5.728
H28 -3.778 -0.699 -4.393
H29 -3.009 -0.974 -2.826
H30 -2.323 -1.698 -4.287
H31 -1.703 0.528 -5.146
H32 -2.958 1.637 -2.580
H33 -3.615 1.830 -4.211
H34 -2.081 2.597 -3.765
H35 0.076 -1.656 -4.971
H36 0.678 -2.767 -2.171
H37 0.347 -3.736 -3.609
H38 -0.938 -2.750 -2.888
H39 2.603 -1.599 -3.222
H40 2.464 -0.851 -4.829
H41 2.385 -2.609 -4.644
H42 2.139 1.260 -4.070
H43 0.016 3.457 -3.863
H44 1.737 3.705 -4.163
H45 1.168 3.074 -2.597
H46 -0.173 1.990 -5.936
H47 0.843 0.555 -6.121
H48 1.542 2.173 -6.295
Cl1 -0.096 4.967 2.327
C40 1.030 3.578 1.677
H49 0.627 2.723 2.218
H50 2.010 3.911 2.007

For the relative energy (zero: lowest compared OMol25 entry of this formula, charge and spin), the calculation gives 2.1 kcal per mole. The orbital gap is 6.47 eV. Its HOMO energy is -2.42 eV. The net charge is -2.

Atom charges from the Löwdin analysis, given in e for atoms 1 to 4: number 1, K, carries 0.637; number 2, C, carries -0.045; number 3, C, carries -0.203; number 4, C, carries -0.086

(2)
ORCA calculation (the ωB97M-V functional and the def2-TZVPD basis) on C25H19ClMnN4O4 as an isolated structure.

CARTESIAN COORDINATES (ANGSTROEM)
Mn1 -0.166 -0.055 -0.175
O1 2.107 2.284 0.455
Cl1 1.426 1.502 1.403
O2 1.580 1.908 2.726
O3 1.723 0.083 1.228
O4 -0.042 1.518 1.045
C1 3.606 -0.438 -2.065
C2 3.642 0.719 -2.833
C3 2.530 1.540 -2.936
C4 1.366 1.210 -2.252
C5 1.374 0.061 -1.463
C6 2.451 -0.782 -1.367
C7 0.116 1.961 -2.236
C8 -0.162 3.114 -2.977
C9 -1.400 3.694 -2.876
C10 -2.379 3.141 -2.024
C11 -3.660 3.708 -1.848
C12 -4.553 3.152 -0.975
C13 -4.206 1.998 -0.246
C14 -2.981 1.411 -0.410
C15 -2.042 1.975 -1.294
N1 -0.810 1.409 -1.448
H1 4.478 -1.072 -1.989
H2 4.550 0.983 -3.358
H3 2.567 2.440 -3.535
H4 2.432 -1.672 -0.749
H5 0.601 3.537 -3.613
H6 -1.636 4.581 -3.450
H7 -3.918 4.593 -2.416
H8 -5.530 3.593 -0.840
H9 -4.921 1.579 0.449
H10 -2.713 0.517 0.149
N2 -1.677 -3.123 0.073
C16 -1.401 -2.580 1.307
C17 -1.788 -3.330 2.419
C18 -1.542 -2.849 3.683
C19 -0.920 -1.611 3.812
C20 -0.580 -0.926 2.674
N3 -0.804 -1.387 1.419
C21 -1.480 -2.705 -1.212
C22 -1.951 -3.581 -2.207
C23 -1.832 -3.261 -3.530
C24 -1.230 -2.044 -3.860
C25 -0.785 -1.241 -2.854
N4 -0.889 -1.536 -1.524
H11 -2.131 -4.019 0.132
H12 -2.275 -4.286 2.281
H13 -1.836 -3.419 4.554
H14 -0.702 -1.182 4.779
H15 -0.123 0.039 2.782
H16 -2.411 -4.514 -1.909
H17 -2.198 -3.927 -4.299
H18 -1.104 -1.730 -4.886
H19 -0.310 -0.309 -3.100

For the relative energy (zero: lowest compared OMol25 entry of this formula, charge and spin), the calculation gives 20.9 kcal per mole. Its multiplicity is 4. The orbital gap (spin up / spin down) is 5.69 / 7.13 eV. Its HOMO energy (spin up / spin down) is -14.69 / -14.75 eV. The net charge is +2.

Atom charges from the Löwdin analysis, given in e for atoms 1 to 4: number 1, Mn, carries 0.992; number 2, O, carries -0.205; number 3, Cl, carries 0.745; number 4, O, carries -0.178